# 1
{"formula": "C9H16N3OPdS4", "method": "ωB97M-V with the def2-TZVPD basis set", "elements": ["Pd", "N", "C", "C", "C", "N", "C", "C", "N", "C", "H", "H", "H", "H", "H", "H", "H", "H", "H", "H", "H", "H", "H", "H", "H", "H", "O", "C", "S", "C", "C", "S", "S", "S"], "xyz": [[-1.06515, -1.06214, -0.51236], [3.00000, 3.00024, -0.54523], [1.94530, 1.94544, -0.24592], [2.60230, 0.80106, 0.51672], [1.55863, -0.26132, 0.89959], [1.09156, -1.01613, -0.28985], [0.40387, 0.40159, 1.65535], [-0.25980, 1.55740, 0.90223], [-1.01832, 1.09390, -0.28641], [0.80250, 2.60134, 0.51997], [3.78187, 2.61082, -1.07997], [3.38122, 3.37976, 0.32740], [2.60983, 3.78319, -1.07783], [1.61520, 1.61722, -1.23536], [3.04166, 1.19431, 1.43853], [3.40818, 0.35247, -0.07015], [2.03674, -0.97258, 1.57461], [1.37341, -1.99213, -0.23709], [1.49062, -0.65887, -1.15207], [0.78893, 0.78521, 2.60376], [-0.35003, -0.35247, 1.90310], [-0.96945, 2.03446, 1.57988], [-0.66400, 1.49388, -1.14940], [-1.99403, 1.37552, -0.22889], [1.19764, 3.03837, 1.44208], [0.35330, 3.40874, -0.06431], [-5.82780, -5.83009, -1.18890], [-4.98850, -4.99003, -1.08810], [-3.24192, -5.34886, -0.97422], [-2.73707, -3.68721, -0.81486], [-3.68810, -2.73584, -0.82540], [-3.28776, -1.03844, -0.67023], [-5.34882, -3.24275, -0.98772], [-1.04203, -3.28606, -0.63893]], "forces_ev_per_angstrom": [[0.069, 0.071, -0.076], [0.070, 0.070, 0.026], [-0.011, -0.012, -0.080], [-0.098, 0.019, 0.034], [0.073, 0.085, 0.041], [0.065, -0.116, -0.040], [-0.135, -0.145, 0.078], [0.079, 0.082, 0.044], [-0.111, 0.062, -0.048], [0.018, -0.098, 0.029], [-0.046, 0.017, 0.027], [-0.023, -0.023, -0.052], [0.017, -0.046, 0.027], [-0.017, -0.017, 0.028], [0.012, 0.012, 0.022], [0.005, -0.022, -0.012], [-0.001, 0.066, -0.014], [-0.017, 0.061, 0.031], [-0.013, -0.098, 0.006], [0.036, 0.038, 0.022], [0.097, 0.095, -0.052], [0.069, 0.000, -0.017], [-0.096, -0.004, 0.010], [0.060, -0.017, 0.028], [0.010, 0.011, 0.022], [-0.021, 0.006, -0.013], [-0.082, -0.084, -0.091], [0.063, 0.068, 0.166], [-0.054, 0.047, -0.029], [-0.319, 0.476, 0.003], [0.475, -0.317, 0.032], [-0.168, -0.055, -0.046], [0.050, -0.055, -0.045], [-0.053, -0.176, -0.064]], "total_charge": 1, "homo_ev": -8.852, "energy_ev": -62926.0932, "e_above_lowest_kcal_mol": 0.0}

# 2
{"formula": "C9H16N3OS", "method": "ωB97M-V with the def2-TZVPD basis set", "elements": ["C", "C", "C", "C", "C", "C", "C", "C", "C", "N", "N", "N", "O", "S", "H", "H", "H", "H", "H", "H", "H", "H", "H", "H", "H", "H", "H", "H", "H", "H"], "xyz": [[-2.47526, 1.28342, -0.79221], [-2.61454, 0.05958, -0.09652], [-1.98910, 2.19760, 0.20510], [1.50601, 0.15077, 1.02456], [0.13622, -1.08378, 0.09029], [1.46848, -0.81440, -0.15190], [-2.62560, -0.78365, 2.22850], [3.68544, -0.27953, -0.93944], [2.05274, -1.58817, -2.37943], [-2.14112, 1.52968, 1.37082], [-2.46239, 0.25911, 1.19922], [2.34747, -0.93204, -1.12548], [0.14720, -0.18569, 1.21940], [-1.57187, 3.80784, 0.04038], [-2.33055, 1.43800, -1.81894], [2.10536, -0.18841, 1.88685], [1.62292, 1.20244, 0.81653], [-2.93030, -0.94010, -0.63217], [-0.28627, -2.07496, 0.36840], [-3.41163, -1.55234, 1.89016], [-1.67900, -1.17781, 2.31331], [-2.82322, -0.35650, 3.18901], [4.40076, -1.07261, -0.67088], [3.99151, 0.24067, -1.87789], [3.46265, 0.32919, -0.12884], [2.64275, -1.10438, -3.17746], [2.21933, -2.74073, -2.39323], [1.00929, -1.35378, -2.68821], [-2.12591, 2.00904, 2.34002], [-1.33135, 3.72153, -1.30995]], "forces_ev_per_angstrom": [[1.979, -0.352, 2.817], [-1.293, -0.839, -3.145], [-2.430, -3.469, -1.058], [0.056, -1.048, -0.329], [0.698, -1.222, 0.935], [0.000, 0.932, -0.324], [-1.802, 0.162, -1.006], [-1.014, -2.181, -1.756], [-0.356, -1.105, -0.756], [0.953, 3.247, 3.106], [-1.581, -1.345, -0.648], [1.455, -0.137, -1.002], [-1.591, 0.323, 1.484], [0.787, 1.794, -0.588], [-0.291, -0.006, -1.157], [-0.066, 0.226, -0.377], [0.344, 0.414, -0.095], [0.849, 2.100, 1.799], [0.037, 0.702, -0.942], [1.248, 1.455, 0.594], [2.049, -1.495, 0.201], [-0.690, 0.397, 0.410], [0.052, 0.540, -0.115], [-0.247, -0.250, 0.918], [0.682, 1.609, 1.288], [0.127, -0.486, 0.436], [-0.242, 2.009, 0.085], [0.352, -0.439, 0.532], [0.137, -1.560, -2.163], [-0.202, 0.024, 0.857]], "total_charge": 1, "homo_ev": -10.127, "energy_ev": -26934.3488, "e_above_lowest_kcal_mol": 100.9}

# 3
{"formula": "C9H16O3Si", "method": "ωB97M-V with the def2-TZVPD basis set", "elements": ["C", "C", "C", "C", "C", "C", "C", "C", "C", "O", "O", "O", "Si", "H", "H", "H", "H", "H", "H", "H", "H", "H", "H", "H", "H", "H", "H", "H", "H"], "xyz": [[-1.53597, -2.64335, -1.37665], [2.30187, -0.44474, -0.62664], [1.35767, -1.30808, -0.21370], [-1.20108, -1.45801, -0.96330], [3.52906, -0.26888, 0.13213], [5.46111, 1.06983, 0.30244], [-2.16540, 1.32694, -1.27550], [-0.77719, 0.53661, 1.38801], [-3.40396, -0.76485, 0.73696], [3.78964, -0.89251, 1.13139], [1.28819, -2.04515, 0.82699], [4.25421, 0.71735, -0.35726], [-1.81182, 0.03336, 0.00454], [-2.63011, -2.69750, -1.63525], [-0.90748, -3.42152, -1.96795], [2.05164, 0.16880, -1.50537], [5.16007, 1.38877, 1.27776], [5.88366, 1.79604, -0.44425], [6.19332, 0.29299, 0.54799], [-1.30793, 1.97784, -1.41380], [-2.70608, 0.94951, -2.22784], [-2.95479, 1.98680, -0.85384], [0.16670, 0.06449, 1.28995], [-0.30764, 1.58527, 1.36188], [-1.02848, 0.37074, 2.40384], [-3.60676, -1.31344, -0.10577], [-3.15286, -1.53111, 1.58545], [-4.27827, -0.16621, 1.11958], [2.11419, -2.11327, 1.32336]], "forces_ev_per_angstrom": [[-0.318, -0.855, -2.808], [-0.985, 0.048, -0.995], [-1.101, 1.010, -1.241], [2.325, 0.262, 1.505], [-1.415, 0.116, -0.491], [0.496, 0.500, -0.721], [-2.055, 0.267, -0.586], [2.520, 2.789, 0.035], [0.911, 0.692, 3.210], [0.678, -0.619, 0.975], [-0.673, -1.413, 0.832], [0.615, -0.313, -0.782], [-1.818, -1.028, -0.035], [0.719, -0.463, 0.566], [-0.846, 1.350, 1.559], [0.522, -0.368, 0.511], [0.174, 1.184, 0.535], [-0.100, -0.349, 1.494], [-0.393, -0.477, -0.791], [0.133, -0.088, -0.629], [1.514, 0.460, 1.324], [0.441, -0.173, 0.068], [0.902, -1.087, -0.132], [-1.316, -0.897, -0.178], [-0.944, -0.279, 0.795], [-1.580, -1.635, -1.857], [-0.193, 1.389, -1.572], [0.980, -0.400, -0.720], [0.806, 0.379, 0.129]], "homo_ev": [-8.020, -8.813], "energy_ev": -23607.1901, "e_above_lowest_kcal_mol": 105.1}

# 4
{"formula": "C9H16Si", "method": "ωB97M-V with the def2-TZVPD basis set", "elements": ["C", "C", "C", "C", "C", "C", "C", "C", "C", "Si", "H", "H", "H", "H", "H", "H", "H", "H", "H", "H", "H", "H", "H", "H", "H", "H"], "xyz": [[-2.24876, -2.42231, -0.29780], [-3.06287, 2.06701, 0.54227], [-2.24686, -1.17239, 0.14174], [-1.86264, 1.89085, 0.00790], [1.91429, 0.14724, -0.34110], [0.82156, -0.28201, 0.27300], [1.87909, 0.88478, -1.65260], [3.31366, -0.06108, 0.17873], [0.75612, -0.98718, 1.58892], [-1.21826, 0.22713, -0.59469], [-2.80780, -3.20971, 0.18775], [-1.68750, -2.72063, -1.16772], [-3.42648, 3.02825, 0.87230], [-3.74914, 1.24479, 0.66792], [-2.82305, -0.95223, 1.03329], [-1.21642, 2.75249, -0.10745], [0.98244, 1.49162, -1.73839], [1.89014, 0.17988, -2.48407], [2.74885, 1.53126, -1.75331], [3.91985, -0.57598, -0.56678], [3.32897, -0.63314, 1.10027], [3.77482, 0.90779, 0.37118], [1.55571, -1.71981, 1.69685], [0.84134, -0.26461, 2.40213], [-0.19390, -1.50629, 1.70209], [-1.18318, 0.15427, -2.06246]], "forces_ev_per_angstrom": [[-0.068, -0.039, -0.050], [-0.058, -0.105, 0.012], [0.026, 0.581, -0.203], [0.413, -0.388, -0.316], [0.273, 0.055, -0.175], [-2.918, 1.159, -1.177], [-0.064, -0.074, 0.086], [-0.263, -0.138, 0.090], [-0.005, -0.009, -0.056], [2.343, -1.097, 1.813], [-0.076, -0.068, 0.112], [0.154, -0.056, -0.255], [0.023, 0.203, 0.030], [-0.152, -0.189, 0.047], [-0.097, -0.004, 0.129], [0.063, 0.149, 0.022], [-0.073, 0.111, -0.110], [0.047, -0.012, -0.131], [0.023, 0.108, -0.055], [0.118, -0.018, -0.043], [0.079, -0.071, 0.081], [0.102, 0.056, 0.003], [0.034, -0.069, 0.077], [-0.006, -0.018, 0.133], [0.044, -0.073, 0.074], [0.037, 0.005, -0.138]], "homo_ev": -8.630, "smiles": "C=C[SiH](C=C)C(C)=C(C)C", "energy_ev": -17467.6412, "e_above_lowest_kcal_mol": 28.4}

# 5
{"formula": "C9H17Cl3O16S4", "method": "ωB97M-V with the def2-TZVPD basis set", "elements": ["C", "C", "O", "S", "O", "O", "O", "H", "H", "H", "H", "C", "C", "O", "S", "O", "O", "O", "H", "H", "H", "H", "C", "C", "O", "S", "O", "O", "O", "H", "H", "H", "H", "C", "C", "O", "S", "O", "O", "O", "H", "H", "H", "H", "C", "Cl", "Cl", "Cl", "H"], "xyz": [[-2.31582, 0.47911, 3.83096], [-2.15554, -1.00598, 3.53764], [-0.94976, -1.44016, 4.21107], [-0.25650, -0.14336, 4.87764], [0.61688, 0.55068, 3.90635], [0.33912, -0.40693, 6.16898], [-1.64479, 0.70326, 5.00074], [-3.31615, 0.93407, 3.97100], [-1.79309, 1.06016, 3.04942], [-1.96678, -1.22842, 2.49731], [-2.93182, -1.69275, 3.92325], [2.18720, 3.29749, -5.79160], [1.93661, 3.29746, -4.28439], [0.97060, 2.13880, -4.08445], [0.90028, 1.20796, -5.38051], [-0.33639, 1.35267, -6.12053], [1.30665, -0.13284, -5.10624], [2.15816, 1.93635, -6.13842], [3.13875, 3.69005, -6.11036], [1.29973, 3.79482, -6.27874], [1.36186, 4.14804, -3.90493], [2.80869, 3.05785, -3.64923], [1.73838, 2.13839, 1.05234], [2.80289, 2.88913, 1.86701], [2.77002, 4.24277, 1.38252], [1.59745, 4.42335, 0.32672], [2.12172, 4.31317, -1.00494], [0.82329, 5.59710, 0.59898], [0.71592, 3.13333, 0.80147], [1.34415, 1.32151, 1.67349], [2.20008, 1.80717, 0.13325], [3.81157, 2.46598, 1.67253], [2.61010, 2.90679, 2.97362], [-1.22031, -4.81597, 1.55308], [-0.99746, -5.39460, 0.10419], [-2.14255, -5.03838, -0.70133], [-3.29701, -4.51874, 0.32221], [-4.06747, -5.61946, 0.92738], [-4.09200, -3.45269, -0.20097], [-2.28006, -3.81354, 1.41915], [-0.38696, -4.25398, 1.90050], [-1.51352, -5.64809, 2.26506], [-0.90546, -6.44664, 0.19901], [-0.15183, -4.90803, -0.36910], [-0.69352, -1.48428, -1.40630], [-1.15942, 0.15046, -0.81018], [0.61477, -2.10470, -0.38667], [-0.05981, -1.27111, -3.02194], [-1.54081, -2.21726, -1.39602]], "forces_ev_per_angstrom": [[-0.997, 1.113, -2.087], [-0.701, -1.452, -0.197], [0.894, 1.291, 0.958], [2.432, 1.423, 0.001], [-2.049, -1.567, 1.431], [-1.606, -0.025, -1.829], [2.380, -0.522, 2.443], [0.325, -0.901, -0.304], [-0.417, -0.226, -0.042], [-0.355, 0.206, -0.375], [0.136, 0.673, -0.182], [-1.790, 0.593, 0.240], [-0.769, -0.952, 0.768], [0.491, 0.413, -0.890], [-0.140, -0.227, -1.101], [1.563, 0.636, 1.118], [0.235, 0.692, 0.092], [-0.773, -1.378, -0.042], [0.140, 0.286, 0.015], [1.105, -0.118, 0.208], [0.495, -0.061, -0.129], [-0.436, 0.231, -0.437], [0.238, -0.191, 1.330], [0.534, -0.521, 0.837], [-0.273, 0.061, -0.249], [-1.464, 1.572, -0.315], [-0.105, -0.825, 0.712], [0.608, -0.961, 0.258], [1.465, 0.402, -0.698], [-0.186, 0.281, -0.562], [-0.305, -0.276, -0.408], [-0.624, 0.327, 0.176], [0.028, 0.007, -1.115], [-0.979, -0.622, -0.148], [0.120, 1.300, 0.901], [-1.102, 0.434, 1.368], [-2.521, -0.175, 1.641], [2.599, 1.690, -1.200], [1.127, -0.462, -0.505], [-0.371, -2.185, -1.201], [0.786, 0.130, 0.321], [0.193, 1.184, -0.730], [0.126, -0.975, -0.374], [0.128, -0.230, -0.063], [-0.288, 0.180, -0.120], [-0.250, -0.732, 0.091], [-0.065, -0.249, 0.374], [-0.266, -0.295, -0.090], [0.683, 1.002, 0.108]], "homo_ev": -11.129, "energy_ev": -123271.9602, "e_above_lowest_kcal_mol": 6.5}

# 6
{"formula": "C9H17ClINO2PZr", "method": "ωB97M-V with the def2-TZVPD basis set", "elements": ["C", "C", "H", "H", "H", "O", "I", "Zr", "P", "C", "C", "H", "H", "H", "C", "H", "H", "H", "H", "H", "H", "C", "O", "Cl", "C", "C", "C", "N", "H", "H", "H", "H", "H"], "xyz": [[-0.65508, -0.09192, -1.79733], [-1.64143, 0.96857, -2.15468], [0.17726, -0.13785, -2.50371], [-1.14652, -1.07217, -1.75209], [-0.19656, 0.14729, -0.82060], [-2.58930, 0.90932, -2.93013], [-2.38875, 2.03928, 0.23640], [1.56699, -0.96165, 1.15921], [-0.62827, -2.20294, 0.87477], [-2.34287, -1.60490, 0.96026], [-0.88227, -3.49816, -0.39726], [0.45118, -3.51337, 2.64093], [-1.17215, -4.16260, 2.19301], [-1.04880, -2.68575, 3.21892], [-0.58955, -3.24515, 2.38662], [0.07622, -3.88797, -0.75440], [-1.44319, -4.31611, 0.07920], [-3.01858, -2.47394, 0.94222], [-2.58519, -0.94223, 0.11908], [-1.45831, -3.13428, -1.25772], [-2.49398, -1.04676, 1.88976], [-1.28328, 2.34270, -1.56752], [-0.58602, 3.21955, -1.98944], [2.36996, -1.51624, -0.91170], [3.48988, 3.95150, -0.06954], [2.04995, 3.53993, 0.41146], [1.75228, 2.14574, 0.48732], [1.48058, 1.01760, 0.71748], [4.25875, 3.54507, 0.59911], [3.59306, 5.04343, -0.05502], [3.68196, 3.62695, -1.10052], [1.89902, 3.98887, 1.41833], [1.30305, 4.00817, -0.27242]], "forces_ev_per_angstrom": [[0.240, -1.004, 0.527], [-1.474, 1.422, -3.294], [-0.276, 0.120, -0.317], [0.180, 0.266, -0.210], [-0.348, -0.038, -0.221], [2.176, -0.536, 2.005], [-0.215, 1.044, 1.311], [1.142, -0.516, -1.933], [-3.189, -2.170, -0.228], [-0.195, 1.254, 0.153], [0.956, -0.169, -0.806], [-0.349, -0.352, 0.257], [0.358, 0.346, 0.048], [0.272, -0.274, -0.168], [0.780, 0.581, 0.607], [-0.213, -0.128, -0.058], [0.169, 0.366, -0.022], [0.453, 0.019, 0.031], [0.073, -0.249, 0.225], [0.209, 0.073, 0.276], [-0.111, -0.050, -0.150], [1.013, 0.385, -1.399], [-1.282, -1.425, 1.356], [-0.397, 0.058, 1.719], [0.521, -0.408, -0.273], [0.127, 0.913, -0.498], [-0.241, -0.501, 1.044], [0.568, 2.055, -0.311], [-0.252, 0.038, -0.179], [-0.421, -0.280, 0.138], [-0.133, -0.005, 0.335], [-0.235, -0.502, -0.232], [0.095, -0.335, 0.263]], "total_charge": 3, "homo_ev": [-18.052, -18.052], "energy_ev": -46353.6954, "e_above_lowest_kcal_mol": 52.5}